1.
{"formula": "H30O15", "method": "the ωB97M-V functional and the def2-TZVPD basis", "relative_energy_kcal_mol": 195.3, "energy_ev": -31193.198, "lumo_ev": -0.52, "homo_lumo_gap_ev": 9.4, "multiplicity": 1, "charge": 0, "symbols": ["H", "H", "H", "H", "H", "H", "H", "H", "H", "H", "H", "H", "H", "H", "H", "H", "H", "H", "H", "H", "H", "H", "H", "H", "H", "H", "H", "H", "H", "H", "O", "O", "O", "O", "O", "O", "O", "O", "O", "O", "O", "O", "O", "O", "O"], "positions_angstrom": [[0.741, 1.009, -0.684], [-0.409, 0.364, 0.102], [-2.676, -0.355, 1.889], [-3.868, -1.188, 2.332], [-1.969, 0.015, -3.164], [-2.464, -1.372, -2.811], [-1.429, -3.279, -2.072], [-0.364, -2.062, -1.680], [1.081, 4.307, -0.444], [1.797, 3.270, 0.426], [-2.930, 4.150, 1.616], [-2.318, 4.365, 0.155], [4.735, -0.150, 0.913], [6.029, 0.594, 1.552], [2.514, 1.825, 2.970], [3.715, 0.926, 3.516], [-2.139, -1.722, 2.840], [-2.659, -0.793, 3.771], [2.506, -0.858, 1.586], [1.646, -1.825, 2.199], [0.922, 1.619, -3.519], [2.344, 1.412, -2.974], [-2.276, -2.235, 0.690], [-3.549, -2.359, -0.195], [-2.721, 2.366, -2.223], [-1.848, 3.258, -1.376], [1.937, -2.678, -0.435], [1.099, -3.944, -0.064], [1.434, -1.876, -2.641], [0.979, -3.176, -1.961], [0.287, 0.170, -0.432], [-3.502, -0.372, 2.404], [-1.884, -0.648, -2.479], [-1.250, -2.414, -1.557], [1.887, 3.698, -0.435], [-2.995, 3.929, 0.703], [5.058, 0.685, 1.233], [3.424, 1.774, 3.144], [-2.426, -1.729, 3.713], [1.777, -1.458, 1.383], [1.791, 1.604, -3.772], [-2.944, -1.730, 0.187], [-2.756, 3.207, -1.707], [1.950, -3.605, -0.412], [1.723, -2.717, -2.284]], "forces_ev_per_a": [[-0.7372, -0.9055, 0.4757], [-3.1709, 1.0473, 2.2587], [-1.2971, 0.1443, -0.2507], [-1.5608, -3.4849, -0.6640], [-0.1266, 0.6019, -0.3961], [0.7816, 0.9191, 0.6198], [1.3279, 2.0807, 1.1836], [-0.2149, -0.1337, -0.4173], [1.7330, -1.0930, -0.1413], [0.3023, 0.0073, 0.0195], [0.5010, 0.6431, 0.8955], [-0.6677, 0.0373, 1.0108], [0.4273, -0.7291, -0.2388], [-2.6529, -0.1795, -1.0473], [-1.7660, -0.5255, 0.0375], [-0.6989, 0.4190, -0.3672], [1.1265, -0.8050, -1.8884], [-0.2636, -0.3303, 0.6359], [-0.0992, 0.2118, -0.4538], [-0.8418, -1.9807, 3.2546], [-3.3208, 0.0142, 1.2052], [-0.9222, 0.3512, -1.0396], [-0.5310, -0.0251, -0.9785], [-0.0742, -0.4049, -0.1202], [-0.2910, 0.9245, 0.5708], [-0.2428, -0.0923, -0.0895], [-0.2304, 1.6932, 0.4723], [0.8983, 0.6454, 0.1669], [-0.2194, 0.2047, -0.6099], [-0.9891, -0.8426, 0.2302], [3.9439, 0.0440, -3.0293], [0.5277, 6.5662, -1.3571], [-1.4456, 1.4045, -1.8029], [-0.0979, -4.9107, 0.3259], [-2.0327, 1.0008, 0.1311], [0.0247, -0.3883, -1.1839], [2.4788, 0.6138, 0.9974], [2.1597, 0.2951, 0.5978], [1.2115, -1.6214, 3.9546], [0.9862, 1.9373, -2.4619], [4.2519, -0.3725, -0.1498], [0.3043, 0.2013, 1.2340], [0.6752, -1.1615, -1.1662], [-0.3393, -4.5262, 3.0529], [1.1723, 2.5047, -3.4769]], "mulliken_charge": [0.202, 0.214, 0.308, 0.369, 0.219, 0.259, 0.281, 0.201, 0.323, 0.294, 0.293, 0.294, 0.325, 0.319, 0.284, 0.299, 0.267, 0.412, 0.233, 0.240, 0.274, 0.313, 0.304, 0.253, 0.288, 0.283, 0.402, 0.284, 0.284, 0.323, -0.408, -0.703, -0.459, -0.542, -0.618, -0.576, -0.625, -0.585, -0.663, -0.473, -0.597, -0.580, -0.587, -0.651, -0.578]}



2.
{"formula": "C37H69FN8O6", "method": "the ωB97M-V functional and the def2-TZVPD basis", "relative_energy_kcal_mol": 0.0, "smiles": "CCCCCc1nc2ccc(CCC)cc2nc1CCCF.CNC(C)=O.CNC(C)=O.CNC(C)=O.CNC(C)=O.CNC(C)=O.CNC(C)=O", "energy_ev": -66414.961, "lumo_ev": 0.14, "homo_lumo_gap_ev": 8.7, "multiplicity": 1, "charge": 0, "symbols": ["C", "C", "C", "C", "C", "C", "N", "C", "C", "C", "C", "C", "C", "C", "C", "C", "N", "C", "C", "C", "C", "F", "H", "H", "H", "H", "H", "H", "H", "H", "H", "H", "H", "H", "H", "H", "H", "H", "H", "H", "H", "H", "H", "H", "H", "H", "H", "H", "H", "C", "N", "C", "C", "O", "H", "H", "H", "H", "H", "H", "H", "C", "N", "C", "C", "O", "H", "H", "H", "H", "H", "H", "H", "C", "N", "C", "C", "O", "H", "H", "H", "H", "H", "H", "H", "C", "N", "C", "C", "O", "H", "H", "H", "H", "H", "H", "H", "C", "N", "C", "C", "O", "H", "H", "H", "H", "H", "H", "H", "C", "N", "C", "C", "O", "H", "H", "H", "H", "H", "H", "H"], "positions_angstrom": [[1.227, 0.124, 1.972], [1.258, -0.865, 3.124], [1.295, -2.310, 2.641], [0.016, -2.718, 1.929], [0.206, -3.827, 0.880], [1.234, -3.414, -0.116], [2.454, -3.779, 0.125], [3.428, -3.318, -0.713], [4.762, -3.633, -0.447], [5.768, -3.138, -1.227], [5.472, -2.300, -2.306], [6.590, -1.714, -3.132], [6.642, -0.178, -3.064], [6.313, 0.401, -1.684], [4.158, -2.013, -2.595], [3.115, -2.507, -1.800], [1.811, -2.178, -2.089], [0.908, -2.620, -1.261], [-0.526, -2.254, -1.558], [-0.618, -1.228, -2.663], [0.015, 0.094, -2.295], [-0.890, 1.137, -2.516], [1.548, 1.107, 2.295], [1.918, -0.180, 1.190], [0.240, 0.221, 1.532], [0.441, -0.701, 3.810], [2.198, -0.700, 3.647], [1.472, -2.955, 3.494], [2.172, -2.396, 2.008], [-0.671, -3.098, 2.679], [-0.479, -1.868, 1.478], [-0.740, -4.016, 0.390], [0.547, -4.732, 1.358], [4.971, -4.261, 0.400], [6.784, -3.397, -0.987], [6.405, -1.991, -4.164], [7.528, -2.138, -2.803], [7.631, 0.160, -3.337], [5.921, 0.215, -3.763], [5.261, 0.628, -1.583], [6.824, 1.351, -1.577], [6.637, -0.232, -0.865], [3.938, -1.383, -3.440], [-1.054, -3.150, -1.875], [-1.025, -1.915, -0.660], [-1.667, -1.045, -2.870], [-0.166, -1.602, -3.568], [0.371, 0.124, -1.273], [0.841, 0.269, -2.970], [-3.853, 1.777, -3.493], [-4.726, 1.017, -2.610], [-5.713, 0.152, -2.960], [-5.904, -0.098, -4.438], [-6.415, -0.397, -2.124], [-2.814, 1.509, -3.314], [-3.980, 2.843, -3.296], [-4.099, 1.582, -4.531], [-4.611, 1.126, -1.615], [-6.720, -0.802, -4.564], [-6.153, 0.828, -4.956], [-5.001, -0.523, -4.877], [-3.179, 2.871, 7.149], [-3.605, 1.761, 6.315], [-3.744, 1.725, 4.970], [-3.430, 2.967, 4.187], [-4.121, 0.698, 4.413], [-2.279, 2.600, 7.704], [-3.963, 3.122, 7.863], [-2.965, 3.745, 6.545], [-3.842, 0.890, 6.759], [-3.595, 2.746, 3.137], [-4.097, 3.780, 4.472], [-2.390, 3.277, 4.309], [-6.656, 0.541, 1.543], [-6.311, 1.532, 2.547], [-7.052, 2.582, 2.981], [-8.423, 2.765, 2.375], [-6.617, 3.335, 3.843], [-6.651, -0.452, 1.993], [-5.925, 0.558, 0.735], [-7.638, 0.731, 1.123], [-5.416, 1.442, 3.009], [-8.886, 3.636, 2.828], [-8.351, 2.924, 1.299], [-9.049, 1.893, 2.567], [2.550, 2.906, -2.133], [3.966, 3.148, -1.970], [4.880, 3.303, -2.966], [4.344, 3.219, -4.381], [6.060, 3.476, -2.718], [1.965, 3.682, -1.637], [2.310, 1.940, -1.682], [2.277, 2.875, -3.181], [4.353, 3.190, -1.041], [5.173, 3.335, -5.072], [3.874, 2.252, -4.563], [3.622, 4.018, -4.559], [2.217, 0.319, -8.342], [2.685, 0.167, -6.976], [3.958, -0.006, -6.537], [5.054, -0.050, -7.574], [4.194, -0.117, -5.343], [1.706, 1.276, -8.459], [1.516, -0.479, -8.589], [3.046, 0.281, -9.039], [2.002, 0.185, -6.235], [6.002, -0.190, -7.065], [4.899, -0.879, -8.265], [5.091, 0.884, -8.136], [-2.154, -1.233, 7.267], [-2.178, -0.671, 8.608], [-1.829, -1.264, 9.783], [-1.352, -2.696, 9.719], [-1.903, -0.652, 10.833], [-1.492, -0.643, 6.632], [-3.158, -1.215, 6.837], [-1.803, -2.258, 7.284], [-2.484, 0.282, 8.723], [-1.114, -3.023, 10.725], [-2.129, -3.344, 9.312], [-0.457, -2.778, 9.101]], "forces_ev_per_a": [[-0.1064, 0.1328, -0.0013], [0.6727, -0.1874, -0.3479], [-0.1292, 0.5230, 0.1865], [0.0455, -0.6144, 0.1518], [-0.1051, 0.5471, -0.0010], [0.1129, -0.3801, -0.1081], [0.3086, -0.0734, -0.0441], [-0.2731, -0.2326, 0.4153], [0.3435, -0.1458, 0.1201], [-0.3599, -0.2346, 0.4284], [0.0424, 0.1821, -0.4441], [-0.5759, 0.3351, 0.0740], [-0.2958, -0.2577, 0.7378], [0.4796, 0.3221, -0.1833], [0.3002, 0.1046, -0.1530], [-0.1521, 0.3596, -0.5601], [0.4466, -0.1892, 0.3772], [-0.3051, 0.3099, -0.1892], [0.3660, -0.3432, -0.3726], [-0.5220, 0.1017, 0.3284], [0.3003, -0.1772, -0.8160], [-0.0611, 0.2459, 0.3105], [-0.0655, 0.2885, 0.0921], [0.1437, -0.1440, -0.2019], [-0.1743, 0.0476, -0.1179], [-0.2999, 0.1345, 0.3011], [0.0047, 0.0905, 0.3902], [0.0270, -0.3080, 0.1476], [0.0540, -0.1566, -0.1940], [-0.3207, -0.0034, 0.1421], [-0.0059, 0.2928, -0.1930], [-0.2976, -0.1868, -0.0627], [0.1023, -0.3143, 0.1505], [0.0235, -0.1946, 0.2300], [0.2902, 0.0409, -0.0481], [0.2378, -0.1809, -0.3139], [0.3000, -0.1642, 0.0229], [0.2847, 0.0522, -0.3463], [-0.0398, 0.2092, -0.4020], [-0.3763, -0.2289, 0.1475], [0.0759, 0.2206, 0.0700], [-0.0223, -0.2444, 0.1675], [-0.2038, 0.1565, -0.1558], [-0.1297, -0.2799, 0.0493], [-0.1421, 0.2117, 0.2760], [-0.2498, 0.0806, -0.0621], [0.1155, -0.2165, -0.2435], [-0.1037, 0.1879, 0.3129], [0.3845, 0.2332, 0.0811], [-0.0591, -0.0159, 0.3863], [-0.0555, -0.1354, -0.1549], [-0.1240, -0.0248, 0.0338], [-0.0822, -0.0506, -0.0207], [0.1843, 0.0856, 0.0169], [-0.0525, 0.0603, -0.1172], [0.0439, 0.0278, -0.1266], [-0.0189, 0.0063, 0.0091], [0.0105, 0.0561, 0.0146], [-0.0221, -0.0094, 0.0638], [0.0524, -0.0206, -0.0682], [0.0127, 0.0702, -0.0624], [-0.1239, -0.3235, 0.0822], [0.1320, 0.0971, -0.0093], [-0.0107, -0.0485, -0.0653], [0.0682, 0.1598, -0.1065], [0.0479, -0.0149, 0.0176], [0.0396, 0.1045, -0.0123], [0.0217, 0.1001, -0.0091], [-0.0063, 0.0120, -0.0503], [-0.1079, 0.0259, 0.0472], [-0.0071, 0.0259, -0.0247], [0.0175, 0.0072, 0.0040], [-0.0262, -0.0039, 0.1158], [0.2611, 0.0843, 0.2715], [-0.2559, 0.3499, -0.1660], [0.1941, -0.3680, -0.0489], [-0.0038, 0.1073, 0.0399], [-0.0228, 0.1729, 0.0781], [-0.0492, -0.0527, -0.0906], [-0.1021, -0.0869, -0.0989], [-0.0123, 0.0170, -0.0276], [-0.0332, -0.2883, 0.1142], [0.0388, 0.0249, 0.0411], [-0.0594, -0.0765, -0.0217], [-0.0094, -0.0196, -0.0895], [0.0932, -0.1910, 0.5208], [0.0685, 0.2034, -0.3291], [0.0232, -0.1578, -0.0421], [0.1534, 0.0846, -0.0071], [-0.0377, 0.1059, -0.0785], [-0.0639, -0.0240, -0.0587], [-0.2331, 0.0085, -0.0692], [0.0098, 0.0122, 0.0052], [-0.0072, -0.0136, 0.0205], [0.0774, 0.0253, 0.0492], [-0.0217, 0.0111, 0.0095], [-0.0418, -0.0544, -0.0479], [-0.1615, -0.0086, 0.2872], [0.1297, 0.0318, -0.0673], [-0.0361, -0.0171, -0.0782], [0.0188, -0.0150, 0.0620], [-0.0630, 0.0288, 0.0019], [0.0271, 0.0024, -0.0914], [0.0275, 0.0046, -0.0918], [0.0382, -0.0038, -0.0014], [-0.0326, -0.0205, 0.0091], [-0.0083, 0.0007, 0.0658], [-0.0021, 0.0524, -0.0683], [-0.0112, -0.0383, -0.0724], [-0.0954, 0.3704, 0.2127], [0.0331, -0.1902, -0.0864], [-0.0061, 0.0377, 0.0690], [-0.0006, 0.0145, 0.0460], [0.0079, -0.0226, -0.0110], [-0.0059, -0.0941, -0.1177], [0.0604, -0.1297, -0.1258], [0.0090, -0.0218, 0.0381], [0.0247, 0.0312, 0.0132], [-0.0127, 0.0529, 0.0398], [0.0504, -0.0271, -0.0656], [-0.0368, -0.0567, -0.0541]], "mulliken_charge": [-1.021, -0.583, -0.148, -0.460, -1.339, 0.306, -0.644, 0.336, -0.721, -0.704, 0.557, -1.260, 0.153, -1.132, -0.296, -0.288, -0.358, 1.017, -0.552, -1.215, 0.640, -0.452, 0.478, 0.152, 0.280, 0.117, 0.426, 0.387, -0.066, 0.431, 0.209, 0.399, 0.423, 0.484, 0.353, 0.318, 0.350, 0.517, -0.219, 0.081, 0.393, 0.429, 0.946, 0.443, 0.186, 0.483, 0.409, -0.209, -0.058, -0.655, -0.079, 0.905, -1.336, -0.633, 0.095, 0.304, 0.345, 0.136, 0.304, 0.353, 0.332, -0.984, -0.137, 0.990, -1.568, -0.786, 0.316, 0.305, 0.402, 0.237, 0.375, 0.393, 0.510, -0.849, 0.096, 1.027, -1.440, -0.640, 0.274, 0.098, 0.391, -0.040, 0.321, 0.355, 0.348, -0.766, -0.040, 0.777, -1.109, -0.662, 0.312, 0.141, 0.295, 0.266, 0.315, 0.072, 0.456, -0.990, -0.088, 0.858, -1.654, -0.489, 0.303, 0.306, 0.377, 0.146, 0.299, 0.416, 0.416, -1.027, -0.002, 0.770, -1.235, -0.643, 0.462, 0.216, 0.367, 0.110, 0.297, 0.342, 0.344]}